Entry 1:
DFT (the ωB97M-V functional and the def2-TZVPD basis) results for 2 unconnected molecules or ions with the total composition C8H13N2O in a non-equilibrium geometry.

```
24
Properties=species:S:1:pos:R:3:mulliken_charge:R:1
C -1.6899 -1.0684 -0.4755 -0.548
C -1.7938 0.1816 -0.0739 -0.484
C 1.4563 -0.3648 -0.8294 -0.211
C -1.3063 -1.8028 0.6057 -0.652
C 1.2016 1.9537 -0.7337 -0.430
C 0.9791 1.4338 -2.1911 -0.485
C -1.1012 -0.8719 1.6386 0.417
C -0.4335 -1.0541 3.0451 -0.870
N 1.5499 0.6727 -0.0188 -0.038
N 1.1354 -0.0981 -2.0584 -0.061
O -1.4694 0.3178 1.2292 -0.304
H -1.8762 -1.5274 -1.4055 0.609
H -2.3215 1.0947 -0.5309 0.426
H -1.2155 -2.8183 0.6946 0.623
H 1.4870 -1.3652 -0.3450 0.434
H 1.7683 2.7619 -0.9581 0.455
H 0.2739 2.3757 -0.4070 0.255
H -0.0616 1.5957 -2.4766 0.288
H 1.6755 1.8580 -2.8751 0.382
H -0.2936 -2.0959 3.2735 0.321
H -1.2616 -0.6587 3.7067 0.297
H 0.4924 -0.4167 3.0002 0.200
H 1.8717 0.6845 0.8810 0.186
H 0.9328 -0.7881 -2.6957 0.191
```

Summary:
- charge = +1
- E_tot (eV) = -13526.1387
- orbital gap (Eh) = 0.316
- ΔE to the lowest compared entry with this formula, charge and spin (kcal per mole) = 46.7
- largest force on an atom (eV/A) = 5.20
- HOMO (hartree) = -0.431

Entry 2:
DFT (the ωB97M-V functional and the def2-TZVPD basis) results for 2 unconnected molecules or ions with the total composition C6H14O in a non-equilibrium geometry.

```
21
Properties=species:S:1:pos:R:3:mulliken_charge:R:1
C -1.1850 -0.2768 -1.1803 -0.667
C -0.5291 0.9011 -0.5716 -0.451
C 1.0555 0.7626 -0.6030 -0.603
C 1.5107 -0.5371 0.0991 -0.615
C 0.7707 -1.8320 -0.3781 -0.549
C -0.7445 -1.5460 -0.3137 -0.654
H -0.8120 -0.3499 -2.2200 0.333
H -2.2805 -0.1242 -1.2258 0.326
H -0.9412 1.1790 0.4176 0.154
H -0.8305 1.6841 -1.2938 0.275
H 1.4484 1.6388 -0.0522 0.288
H 1.4979 0.7767 -1.6176 0.328
H 2.5968 -0.5432 -0.1147 0.307
H 1.3838 -0.4346 1.1941 0.294
H 1.0094 -2.1696 -1.4050 0.308
H 1.0667 -2.6394 0.3190 0.292
H -1.2969 -2.4501 -0.6342 0.312
H -1.0354 -1.3267 0.7317 0.305
O -0.7112 2.6332 3.2420 -0.646
H -1.1682 1.7644 3.3099 0.323
H -0.8053 2.8896 2.2967 0.340
```

Summary:
- SMILES = C1CCCCC1.O
- E_tot (eV) = -8496.3606
- orbital gap (Eh) = 0.411
- ΔE to the lowest compared entry with this formula, charge and spin (kcal per mole) = 12.3
- largest force on an atom (eV/A) = 2.47
- HOMO (hartree) = -0.381

Entry 3:
DFT (the ωB97M-V functional and the def2-TZVPD basis) results for a single C3H4O2 molecule in a non-equilibrium geometry.

```
9
Properties=species:S:1:pos:R:3:mulliken_charge:R:1
O -2.0851 0.1851 -0.1322 -0.466
C -1.0420 -0.2091 0.3570 -0.069
C 0.2348 -0.1106 -0.4749 0.157
C 1.2978 0.7175 0.1787 -0.435
O 1.4321 -0.7003 0.0258 -0.389
H -0.8298 -0.6129 1.4617 0.262
H 0.1374 -0.1952 -1.5365 0.409
H 1.7187 1.5119 -0.5799 0.210
H 1.2532 1.0312 1.1408 0.321
```

Summary:
- SMILES = O=C[C@H]1CO1
- E_tot (eV) = -7268.2818
- orbital gap (Eh) = 0.402
- ΔE to the lowest compared entry with this formula, charge and spin (kcal per mole) = 55.4
- largest force on an atom (eV/A) = 5.16
- HOMO (hartree) = -0.374

Entry 4:
DFT (the ωB97M-V functional and the def2-TZVPD basis) results for a gas-phase ion, C4H7N2 (charge +1) in a non-equilibrium geometry.

```
13
Properties=species:S:1:pos:R:3:mulliken_charge:R:1
N 0.2403 -1.1733 -1.2350 -0.348
C -0.1514 0.1018 -0.4680 0.005
C -0.8346 -0.2088 0.8143 -0.383
C -0.2977 0.5176 1.8368 -0.487
N 0.6216 1.5162 1.3324 -0.400
C 0.8459 1.3619 0.1299 0.000
H 0.5691 -0.9016 -2.2382 0.405
H -0.5421 -1.7564 -1.1042 0.326
H 1.0273 -1.7709 -0.9145 0.356
H -0.7424 0.5288 -1.2951 0.295
H -1.5007 -0.9570 0.8658 0.456
H -0.7299 0.7686 2.7857 0.403
H 1.4947 1.9730 -0.5099 0.371
```

Summary:
- charge = +1
- SMILES = [NH3+][C@H]1C=CN=C1
- E_tot (eV) = -7232.1353
- orbital gap (Eh) = 0.349
- ΔE to the lowest compared entry with this formula, charge and spin (kcal per mole) = 83.1
- largest force on an atom (eV/A) = 4.10
- HOMO (hartree) = -0.518

Entry 5:
DFT (the ωB97M-V functional and the def2-TZVPD basis) results for a molecular structure, C38H52BBrF2N4ORuS8Si.

```
109
Properties=species:S:1:pos:R:3:mulliken_charge:R:1
Ru 0.0581 -1.8735 -0.5664 0.554
S 5.3867 -6.9637 -1.1019 -0.301
C 4.2573 -5.7659 -0.9723 0.092
S 4.3437 -4.4808 0.1658 -0.091
C 2.8449 -3.6818 -0.2466 -0.011
C 2.0997 -4.2582 -1.2130 0.177
S 0.5440 -3.7788 -1.8235 -0.457
S 2.7954 -5.7199 -1.8875 -0.096
S 2.4615 -2.2239 0.6631 -0.659
N -2.3713 1.2015 -6.0968 -0.592
C -2.4252 0.9832 -4.9694 -0.406
C -2.4787 0.7174 -3.5602 0.292
C -3.3956 1.3614 -2.7348 -0.379
C -3.4104 1.0401 -1.3928 -1.433
C -2.4941 0.1160 -0.9111 -0.607
N -1.5879 -0.4700 -1.6949 1.495
C -1.6030 -0.2030 -2.9917 -0.987
H -4.0902 2.0777 -3.1531 0.593
H -4.1261 1.4874 -0.7176 0.565
H -2.4846 -0.1927 0.1266 0.634
H -0.8912 -0.7409 -3.6084 0.803
C 1.1083 3.6555 4.6172 -1.830
C 0.3511 2.7206 3.6606 2.828
C -1.1016 3.2095 3.5687 -2.090
C 0.2881 1.3159 4.2867 -1.732
Si 1.1703 2.6920 1.9214 -2.005
Br 0.2634 0.9121 0.8777 -0.128
C 0.6923 4.1920 0.8144 2.947
C 1.5514 4.1993 -0.4592 -2.021
C -0.7676 4.1217 0.3356 -1.763
C 0.9010 5.5227 1.5533 -1.865
C 3.0579 2.3348 1.9589 2.962
C 3.8605 3.5969 2.3129 -1.837
C 3.3767 1.2465 2.9964 -2.123
C 3.5700 1.7911 0.6156 -1.801
H 0.5787 3.6919 5.5754 0.532
H 1.1730 4.6778 4.2385 0.307
H 2.1202 3.3050 4.8199 0.297
H -1.5645 3.1253 4.5576 0.623
H -1.6880 2.5992 2.8787 0.284
H -1.1747 4.2534 3.2627 0.320
H -0.2298 1.3888 5.2495 0.563
H 1.2687 0.8873 4.4752 0.305
H -0.2622 0.6121 3.6628 0.190
H 1.4870 3.2456 -0.9887 0.024
H 2.6008 4.4100 -0.2528 0.325
H 1.1855 4.9831 -1.1317 0.645
H -0.9420 3.2347 -0.2751 0.185
H -0.9731 5.0016 -0.2847 0.566
H -1.4887 4.1161 1.1492 0.283
H 1.9171 5.6334 1.9359 0.307
H 0.2116 5.6397 2.3904 0.329
H 0.7172 6.3518 0.8610 0.518
H 3.5508 4.0406 3.2611 0.261
H 3.7842 4.3632 1.5401 0.321
H 4.9193 3.3318 2.4045 0.540
H 3.1893 1.5730 4.0187 0.381
H 4.4398 0.9940 2.9237 0.604
H 2.8116 0.3308 2.8102 0.308
H 3.4262 2.4802 -0.2134 0.321
H 3.0841 0.8514 0.3537 -0.076
H 4.6452 1.5988 0.7090 0.621
F 0.5807 -4.0098 1.6492 -0.200
B 0.6435 -2.6955 1.3120 0.676
F 0.2663 -1.8588 2.3367 0.020
O -1.6687 -2.5173 0.3732 -0.102
C -2.7897 -3.3037 0.2673 3.435
C -3.8160 -2.6818 -0.6971 -0.645
C -3.7394 -2.6462 -2.0579 -0.274
C -4.8339 -1.9737 -2.6652 -0.988
C -5.7284 -1.5083 -1.7481 -0.715
S -5.2426 -1.8891 -0.1527 -0.210
C -3.4062 -3.3465 1.6721 -0.727
C -3.0956 -2.5058 2.6958 -0.345
C -3.8556 -2.7626 3.8728 -0.851
C -4.7232 -3.7983 3.7166 -0.620
S -4.6151 -4.4788 2.1473 -0.048
C -2.5692 -4.7567 -0.1870 -0.777
C -1.6033 -5.6134 0.2375 -0.653
C -1.7595 -6.9309 -0.2703 -0.750
C -2.8611 -7.0622 -1.0579 -0.522
S -3.6989 -5.5792 -1.2048 -0.007
H -2.9175 -3.0963 -2.5994 0.758
H -4.9548 -1.8532 -3.7336 0.472
H -6.6496 -0.9777 -1.9300 0.466
H -2.3119 -1.7682 2.6025 0.279
H -3.7475 -2.2095 4.7956 0.398
H -5.4034 -4.2120 4.4439 0.437
H -0.8035 -5.3011 0.8841 0.649
H -1.0718 -7.7394 -0.0647 0.425
H -3.2073 -7.9388 -1.5817 0.447
C 2.0015 2.2964 -3.7836 -1.635
C 2.1665 0.7929 -3.5858 1.621
C 3.6460 0.4491 -3.4321 -1.733
C 1.5763 0.0566 -4.7949 -1.610
N 1.4839 0.4886 -2.3158 0.493
N 1.5249 -0.8810 -1.9160 0.353
H 2.4769 2.6117 -4.7135 0.497
H 2.4534 2.8402 -2.9530 0.258
H 0.9426 2.5656 -3.8388 0.328
H 4.2034 0.7980 -4.3029 0.501
H 3.8041 -0.6277 -3.3486 0.323
H 4.0515 0.9285 -2.5392 0.237
H 2.1583 0.2795 -5.6911 0.489
H 0.5496 0.3777 -4.9840 0.234
H 1.5869 -1.0289 -4.6690 0.324
H 0.5111 0.7642 -2.3600 -0.488
H 2.4031 -1.0286 -1.4257 0.069
H 1.5011 -1.5305 -2.7073 0.093
```

Summary:
- charge = -1
- multiplicity = 2
- E_tot (eV) = -221560.5607
- orbital gap (spin up / spin down) (Eh) = 0.215 / 0.217
- ΔE to the lowest compared entry with this formula, charge and spin (kcal per mole) = 20.5
- largest force on an atom (eV/A) = 0.28
- HOMO (spin up / spin down) (hartree) = -0.149 / -0.150

Entry 6:
DFT (the ωB97M-V functional and the def2-TZVPD basis) results for 2 unconnected molecules or ions with the total composition Br2O2P in a non-equilibrium geometry.

```
5
Properties=species:S:1:pos:R:3:mulliken_charge:R:1
O -1.5376 -0.0134 -0.6399 -0.488
O 0.8222 0.9731 -0.4666 -0.427
P -0.1146 -0.0749 -0.2282 0.864
Br 0.8006 -2.0280 -0.7230 -0.069
Br 1.3200 -0.9634 3.6554 -0.880
```

Summary:
- charge = -1
- E_tot (eV) = -153472.0666
- orbital gap (spin up / spin down) (Eh) = 0.186 / 0.186
- ΔE to the lowest compared entry with this formula, charge and spin (kcal per mole) = 35.0
- largest force on an atom (eV/A) = 3.55
- HOMO (spin up / spin down) (hartree) = -0.154 / -0.154